Record 1
DFT (ωB97M-V with the def2-TZVPD basis set) results for a 2-piece molecular cluster, C9H16N3 overall at a distorted geometry.

Atoms and positions in Å:
C 0.122 -4.731 1.198
C -0.903 -2.289 0.846
N -2.085 -1.722 1.007
N -0.944 -3.683 0.779
N 0.279 -1.636 0.780
H -2.755 -2.164 1.609
H -2.193 -0.687 0.926
H -1.792 -4.146 1.082
H 1.136 -2.161 0.696
H 0.312 -0.566 0.634
H 0.899 -4.753 0.503
H -0.173 -5.742 1.277
H 0.697 -4.252 2.143
C 0.993 3.437 1.056
C 0.189 1.641 -2.791
C 1.208 2.606 -2.594
C -0.517 1.233 -1.654
C 1.443 3.265 -1.338
C -0.350 1.696 -0.344
C 0.633 2.752 -0.279
H -0.281 1.355 -3.717
H 1.775 2.911 -3.509
H -1.510 0.751 -1.861
H 2.045 4.134 -1.277
H -1.065 1.679 0.491
H 0.716 2.992 2.102
H 0.147 4.240 1.220
H 1.974 3.841 1.015

The charge is +1. The spin multiplicity is 1. The calculation puts the HOMO energy at -11.6 eV. As for the gap between HOMO and LUMO: 0.318 hartree. The value obtained for the relative energy (zero: lowest compared OMol25 entry of this formula, charge and spin) is 71.8 kcal/mol. As for the LUMO energy: -2.91 eV.

Mulliken atomic charge list, values in e, 4 entries: -0.9032 0.6380 -0.3319 -0.2684

***

Record 2
DFT (ωB97M-V with the def2-TZVPD basis set) results for a 2-piece molecular cluster, C5H15N2 overall at a distorted geometry.

Atoms and positions in Å:
C -0.364 1.663 -2.193
C 1.241 0.180 -3.301
C 0.041 -0.406 2.935
C -0.096 0.513 -2.701
C 0.583 -0.568 1.442
N -0.417 -1.218 0.567
N -1.385 -0.280 2.746
H 0.283 2.471 -2.565
H -1.344 1.858 -1.770
H 1.625 -0.980 1.427
H 1.750 1.162 -3.582
H 1.810 -0.370 -2.460
H 1.422 -0.398 -4.140
H 0.616 0.409 3.421
H 0.176 -1.266 3.548
H -0.538 -0.418 -2.264
H 0.755 0.530 0.990
H -0.069 -1.094 -0.409
H -0.587 -2.213 0.857
H -1.317 -0.757 0.684
H -1.776 0.635 2.823
H -1.954 -0.805 3.451

The charge is +1. The spin multiplicity is 1. The calculation puts the HOMO energy at -13.2 eV. As for the gap between HOMO and LUMO: 0.366 hartree. The value obtained for the relative energy (zero: lowest compared OMol25 entry of this formula, charge and spin) is 59.8 kcal/mol. As for the LUMO energy: -3.26 eV.

Mulliken atomic charge list, values in e, 4 entries: -0.6989 -0.8659 -0.4213 0.0394

***

Record 3
DFT (ωB97M-V with the def2-TZVPD basis set) results for one molecule with the formula C4H6N2O.

Atoms and positions in Å:
C -1.980 -0.734 -0.042
C -0.496 -0.728 0.003
C 0.384 0.356 -0.074
N 0.171 1.737 -0.178
N 2.736 -0.652 0.246
C 1.582 -0.362 0.094
O 0.208 -1.788 0.191
H 0.275 2.260 0.683
H 0.655 2.192 -0.941
H 3.525 -0.025 0.186
H -2.370 0.256 -0.279
H -2.376 -1.072 0.918
H -2.316 -1.440 -0.806

The charge is 0. The spin multiplicity is 1. The calculation puts the HOMO energy at -8.2 eV. As for the gap between HOMO and LUMO: 0.328 hartree. The structure (SMILES) is CC(=O)C(N)=C=N. The value obtained for the relative energy (zero: lowest compared OMol25 entry of this formula, charge and spin) is 69.3 kcal/mol. As for the LUMO energy: 0.75 eV.

Mulliken atomic charge list, values in e, 4 entries: -1.1411 0.8595 -0.2637 -0.5436

***

Record 4
DFT (ωB97M-V with the def2-TZVPD basis set) results for one molecule with the formula CH3FN2 at a distorted geometry.

Atoms and positions in Å:
C 0.556 -0.444 1.041
N -0.028 0.108 -0.167
N -0.563 1.355 -0.850
F -1.458 0.882 -1.788
H 0.775 0.095 1.923
H 0.908 -1.403 0.759
H -0.190 -0.593 -0.917

The charge is 0. The spin multiplicity is 3. The calculation puts the HOMO energy (alpha / beta) at -7.1 / -11.5 eV. As for the gap between HOMO and LUMO (alpha / beta): 0.302 / 0.384 hartree. The value obtained for the relative energy (zero: lowest compared OMol25 entry of this formula, charge and spin) is 11.2 kcal/mol. As for the LUMO energy (alpha / beta): 1.12 / -1.02 eV.

Mulliken atomic charge list, values in e, 4 entries: -0.4853 -0.1110 -0.0677 -0.1465

***

Record 5
DFT (ωB97M-V with the def2-TZVPD basis set) results for a 2-piece molecular cluster, C4H11PS2 overall at a distorted geometry.

Atoms and positions in Å:
C 1.305 0.934 0.042
C 3.094 0.167 1.651
C -1.873 -0.422 -2.154
C 2.533 0.422 0.233
P -1.841 -0.645 -0.281
S -3.305 -2.246 -0.265
S -2.840 1.153 0.328
H 0.540 1.239 0.798
H -3.348 -2.566 1.132
H 0.978 1.023 -1.013
H 2.247 0.026 2.350
H 3.548 1.100 1.829
H 3.792 -0.684 1.688
H -1.757 0.623 -2.284
H -1.022 -0.882 -2.707
H -2.857 -0.520 -2.548
H 3.233 0.217 -0.489
H -2.427 1.060 1.689

The charge is 0. The spin multiplicity is 1. The calculation puts the HOMO energy at -8.6 eV. As for the gap between HOMO and LUMO: 0.339 hartree. The structure (SMILES) is CP(S)S.C=CC. The value obtained for the relative energy (zero: lowest compared OMol25 entry of this formula, charge and spin) is 32.2 kcal/mol. As for the LUMO energy: 0.59 eV.

Mulliken atomic charge list, values in e, 4 entries: -0.6519 -1.0108 -1.1910 -0.0394

***

Record 6
DFT (ωB97M-V with the def2-TZVPD basis set) results for a 2-piece molecular cluster, C5H13N2 overall at a distorted geometry.

Atoms and positions in Å:
C -2.709 -0.877 -0.477
C -1.961 -0.220 0.694
C -0.516 -0.396 0.670
C 0.394 0.675 0.891
N 1.654 0.582 1.104
C 2.391 -0.646 1.040
N 1.296 1.518 -2.099
H -3.761 -0.949 -0.210
H -2.327 -1.859 -0.757
H -2.215 -0.690 1.660
H -2.173 0.843 0.760
H -0.153 -1.422 0.602
H -0.059 1.658 0.890
H 1.808 1.502 -1.228
H 1.809 -1.559 1.106
H 3.163 -0.631 1.807
H 2.914 -0.654 0.070
H 1.341 2.461 -2.462
H -2.647 -0.211 -1.330
H 1.751 0.876 -2.733

The charge is +1. The spin multiplicity is 1. The calculation puts the HOMO energy at -13.6 eV. As for the gap between HOMO and LUMO: 0.226 hartree. The value obtained for the relative energy (zero: lowest compared OMol25 entry of this formula, charge and spin) is 100.7 kcal/mol. As for the LUMO energy: -7.41 eV.

Mulliken atomic charge list, values in e, 4 entries: -1.1438 -0.3759 0.1746 -0.0059

***

Record 7
DFT (ωB97M-V with the def2-TZVPD basis set) results for C18H27ClCoN as an isolated structure at a distorted geometry.

Atoms and positions in Å:
C 1.402 1.686 -0.550
H 2.030 1.780 0.374
H 1.970 1.507 -1.470
H 1.842 -0.523 0.413
C 0.262 2.666 -0.642
H -0.661 2.149 -0.988
H 0.028 3.041 0.369
C 0.500 3.907 -1.522
H -0.440 4.480 -1.461
H 1.327 4.488 -1.086
H 0.754 3.613 -2.555
C -0.748 -1.919 -0.073
C -1.374 -1.051 -1.015
C -0.412 -0.665 -2.000
C 0.850 -1.266 -1.653
C 0.628 -2.054 -0.454
C 1.666 -2.878 0.220
C 2.085 -1.277 -2.468
C -0.652 0.142 -3.224
C -2.753 -0.523 -0.914
C -1.391 -2.604 1.083
Co 0.703 0.026 -0.142
H 2.976 -1.393 -1.843
H 2.085 -2.090 -3.203
H 2.185 -0.341 -3.023
H 2.663 -2.476 0.033
H 1.546 -2.878 1.310
H 1.645 -3.916 -0.123
H -2.191 -1.979 1.493
H -1.837 -3.567 0.791
H -0.668 -2.782 1.890
H -2.804 0.452 -1.410
H -3.489 -1.182 -1.398
H -3.039 -0.394 0.140
H 0.226 0.751 -3.482
H -0.871 -0.503 -4.088
H -1.519 0.803 -3.101
Cl -2.880 2.068 3.819
C -1.461 1.206 3.398
C -0.639 0.692 4.407
C 0.472 -0.033 3.991
C 0.809 -0.059 2.644
N 0.030 0.454 1.678
C -1.098 1.106 2.047
H -0.941 0.766 5.460
H 1.111 -0.547 4.707
H 1.735 -0.521 2.321
H -1.664 1.637 1.298

The charge is +2. The spin multiplicity is 5. The calculation puts the HOMO energy (alpha / beta) at -14.8 / -15.9 eV. As for the gap between HOMO and LUMO (alpha / beta): 0.261 / 0.201 hartree. As for the LUMO energy (alpha / beta): -7.75 / -10.43 eV.

Mulliken atomic charge list, values in e, 4 entries: -0.8216 0.6285 0.4804 0.3246

***

Record 8
DFT (ωB97M-V with the def2-TZVPD basis set) results for a 2-piece molecular cluster, C2H9N2 overall.

Atoms and positions in Å:
N 1.497 0.987 -1.575
H 1.122 -0.090 -0.203
H 1.994 1.849 -1.366
H 0.586 1.361 -1.855
H 1.840 0.617 -2.457
C -1.860 -0.352 1.037
C -0.838 -0.632 0.260
N 0.558 -0.344 0.672
H -1.687 -0.161 2.094
H -2.856 -0.144 0.667
H -0.861 -0.977 -0.767
H 0.511 0.507 1.229
H 1.030 -1.144 1.102

The charge is +1. The spin multiplicity is 1. The calculation puts the HOMO energy at -15.3 eV. As for the gap between HOMO and LUMO: 0.437 hartree. The value obtained for the relative energy (zero: lowest compared OMol25 entry of this formula, charge and spin) is 22.2 kcal/mol. As for the LUMO energy: -3.38 eV.

Mulliken atomic charge list, values in e, 4 entries: -0.9039 0.4334 0.2773 0.2956

***

Copy entry 3 word for word.
DFT (ωB97M-V with the def2-TZVPD basis set) results for one molecule with the formula C4H6N2O.

Atoms and positions in Å:
C -1.980 -0.734 -0.042
C -0.496 -0.728 0.003
C 0.384 0.356 -0.074
N 0.171 1.737 -0.178
N 2.736 -0.652 0.246
C 1.582 -0.362 0.094
O 0.208 -1.788 0.191
H 0.275 2.260 0.683
H 0.655 2.192 -0.941
H 3.525 -0.025 0.186
H -2.370 0.256 -0.279
H -2.376 -1.072 0.918
H -2.316 -1.440 -0.806

The charge is 0. The spin multiplicity is 1. The calculation puts the HOMO energy at -8.2 eV. As for the gap between HOMO and LUMO: 0.328 hartree. The structure (SMILES) is CC(=O)C(N)=C=N. The value obtained for the relative energy (zero: lowest compared OMol25 entry of this formula, charge and spin) is 69.3 kcal/mol. As for the LUMO energy: 0.75 eV.

Mulliken atomic charge list, values in e, 4 entries: -1.1411 0.8595 -0.2637 -0.5436

***

The highest charge belongs to which entry? C18H27ClCoN

***

Look up the spin multiplicity of the fourth one. 3